1.
ORCA calculation (ωB97M-V/def2-TZVPD) on a structure of composition C9H8Cl3F5NO5SSrTe.

```
34
Properties=species:S:1:pos:R:3:mulliken_charge:R:1
Sr 0.3065 -0.0819 0.0505 1.662
C 3.4278 -2.3396 -1.1149 -1.566
C 3.2956 -1.1305 -0.2291 0.831
C 3.1259 -1.2689 1.1512 -0.319
C 2.9815 -0.1561 1.9689 -0.360
C 3.0104 1.1246 1.4266 -0.244
C 3.1822 1.2796 0.0592 -0.440
C 3.3197 0.1592 -0.7581 -0.535
H 4.3831 -2.8389 -0.9392 0.411
H 3.3669 -2.0629 -2.1657 0.345
H 2.6233 -3.0494 -0.9241 0.276
H 3.0821 -2.2629 1.5814 0.369
H 2.8080 -0.2838 3.0291 0.348
H 2.8436 1.9855 2.0574 0.249
H 3.1678 2.2695 -0.3784 0.353
H 3.4188 0.2860 -1.8303 0.292
Cl -1.9926 -4.8976 -1.2187 -0.150
C -1.6381 -3.6734 -2.4619 0.695
Cl -3.0947 -3.3642 -3.4206 -0.150
Cl -0.3944 -4.3284 -3.5564 -0.166
C -1.0726 -2.4252 -1.7713 0.199
N 0.0540 -2.0201 -1.6732 -0.755
F -0.1488 2.3375 -0.0724 -0.619
Te -0.9989 2.4913 1.7273 2.091
F -2.2255 3.4862 0.7718 -0.383
F -1.3484 3.3264 3.3672 -0.414
F 0.1444 3.9915 1.6398 -0.448
F -2.4963 1.4887 2.1949 -0.411
O 0.1718 1.2422 2.2256 -0.754
O -3.9385 -1.0451 0.5359 -0.620
S -2.5663 -0.9634 0.1532 0.889
O -1.5864 -1.4679 1.1332 -0.742
O -2.4243 -1.8769 -1.1283 -0.193
O -2.1091 0.3860 -0.2645 -0.741
```

Results
ΔE to the lowest compared entry with this formula, charge and spin, kcal/mol: 16.89
Largest force on an atom, hartree/bohr: 0.0287
Charge: -1
2S+1: 1
Highest occupied orbital energy, eV: -6.0

2.
ORCA calculation (ωB97M-V/def2-TZVPD) on a structure of composition C48H72AsCaF9O35.

```
166
Properties=species:S:1:pos:R:3:mulliken_charge:R:1
Ca -0.0569 2.2579 -2.8130 1.369
As 2.7252 4.6857 -2.6346 2.061
F 3.0973 3.4042 -1.5337 -0.426
F 1.0577 4.0915 -2.7125 -0.648
F 2.3998 5.9534 -3.8191 -0.515
F 4.3494 5.3104 -2.5877 -0.513
F 3.0260 3.6393 -4.0144 -0.526
F 2.1975 5.7590 -1.3759 -0.436
C -0.4085 1.6541 0.2056 1.387
O -0.1985 0.5728 -0.7576 0.408
O -0.3747 2.7736 -0.5725 -0.548
C -1.5631 1.3064 1.1582 -0.178
F -1.9130 2.3204 1.9633 -0.130
F -2.6884 0.8769 0.5256 -0.010
F -1.2457 0.2824 1.9813 -0.145
C 0.0959 -0.7331 -0.2705 0.864
C 0.4326 -1.6760 -1.4121 1.647
H 0.5382 -2.6894 -1.0173 -0.837
H -0.3964 -1.7482 -2.1172 -0.250
H 1.3776 -1.4420 -1.8972 -0.740
H -0.7877 -1.1701 0.2000 -0.477
H 0.9102 -0.7693 0.4593 -0.500
H 0.5436 1.6994 0.7530 -0.363
C 4.8465 4.6739 1.6678 -1.409
C 3.4169 5.1989 1.7160 0.664
C 2.4034 4.0794 1.4196 1.036
O 1.6744 3.9289 2.6323 -0.091
C 2.1882 4.7079 3.5892 0.446
O 1.6883 4.8918 4.6524 -0.634
O 3.1112 5.5541 3.0545 -0.443
H 5.0169 3.8567 2.3772 0.235
H 5.5381 5.3989 2.1093 0.391
H 5.1710 4.4394 0.6548 0.315
H 3.2729 6.0193 1.0156 0.217
H 2.9412 3.1793 1.1229 -0.444
H 1.7195 4.4289 0.6495 -0.382
C -5.6835 2.5218 1.2087 -1.116
C -5.2220 3.9510 1.0736 0.518
C -4.0209 4.1634 0.1532 0.530
O -4.4364 5.2365 -0.7018 -0.400
C -5.7097 5.6165 -0.3987 0.479
O -6.2799 6.5393 -0.8602 -0.528
O -6.2505 4.6919 0.4299 -0.409
H -4.9386 1.9899 1.8048 0.012
H -5.7971 1.9946 0.2607 0.352
H -6.6243 2.3834 1.7420 0.531
H -4.9305 4.3971 2.0279 0.299
H -3.8146 3.3098 -0.4937 -0.083
H -3.1357 4.3906 0.7436 -0.111
C 3.9515 -2.6908 -4.3098 -0.392
C 4.3456 -1.2353 -4.0895 0.224
C 4.0635 -0.2435 -5.2428 -0.675
O 3.0458 0.6181 -4.7542 -0.327
C 2.7523 0.3103 -3.4974 -0.369
O 2.0114 0.9672 -2.8223 0.078
O 3.4540 -0.7295 -3.0654 0.420
H 3.0091 -2.7604 -4.8555 -0.052
H 3.7231 -3.1437 -3.3435 -0.286
H 4.7084 -3.2752 -4.8289 0.528
H 5.3589 -1.1758 -3.6962 0.399
H 3.6310 -0.7863 -6.0832 0.337
H 4.9846 0.2566 -5.5290 0.290
C -4.1021 1.5247 4.6091 -0.902
C -3.4327 0.3895 5.3926 0.471
C -4.0225 0.1181 6.7965 -0.371
O -4.3340 -1.2647 6.7975 -0.388
C -4.0519 -1.8128 5.6122 0.518
O -4.0985 -2.9756 5.3661 -0.527
O -3.7206 -0.8469 4.7302 -0.053
H -5.1784 1.3718 4.6654 0.467
H -3.7660 1.4259 3.5814 -0.309
H -3.7645 2.4788 5.0096 0.417
H -2.3493 0.5126 5.4316 0.110
H -4.9536 0.6584 6.9721 0.278
H -3.2914 0.3835 7.5583 0.314
C -2.1786 8.2559 -0.7301 -1.678
C -1.7000 7.4226 0.4484 1.002
C -0.4201 6.6243 0.1089 0.142
O 0.5223 7.1924 1.0198 -0.189
C -0.0444 8.1636 1.7884 0.446
O 0.5272 8.7099 2.6630 -0.537
O -1.3581 8.3263 1.4975 -0.382
H -3.1840 8.6615 -0.5853 0.391
H -2.2930 7.6118 -1.6075 0.371
H -1.5795 9.1219 -1.0082 0.364
H -2.4533 6.7029 0.7642 -0.046
H -0.1140 6.7946 -0.9194 0.206
H -0.6816 5.5766 0.2584 -0.208
C 4.2473 0.0286 0.9329 -1.852
C 3.9593 -1.3145 0.2819 2.553
C 5.1176 -2.2583 -0.1330 -0.054
O 4.8882 -3.4314 0.6512 -0.369
C 3.7393 -3.3213 1.3271 0.340
O 3.1936 -4.1789 1.9431 -0.543
O 3.2321 -2.0662 1.2377 -0.437
H 4.9736 -0.0667 1.7462 0.568
H 3.3607 0.5115 1.3456 0.027
H 4.6810 0.8345 0.3341 0.446
H 3.4011 -1.0922 -0.6312 -1.125
H 6.1093 -1.8570 0.0777 0.311
H 5.0923 -2.5314 -1.1879 0.087
C 2.1378 -5.1967 -1.1772 -0.477
C 2.4132 -6.3565 -0.2440 0.342
C 1.1575 -7.0143 0.3146 0.066
O 1.4855 -8.4046 0.3127 -0.423
C 2.4950 -8.6242 -0.5538 0.548
O 2.8642 -9.6768 -0.9471 -0.536
O 3.0020 -7.4277 -0.9556 -0.478
H 1.5045 -5.4858 -2.0147 0.437
H 3.1311 -5.0272 -1.6127 0.367
H 1.8417 -4.2929 -0.6505 -0.405
H 3.0850 -6.0254 0.5523 0.226
H 0.2918 -6.9294 -0.3510 -0.046
H 0.8668 -6.6471 1.2963 0.384
C 1.3340 0.7753 3.8268 -0.509
C 2.3641 0.5484 4.9110 -0.173
C 3.6194 -0.2721 4.4497 0.884
O 4.6446 0.7584 4.4597 -0.408
C 4.1611 1.9242 4.9078 0.671
O 4.7950 2.9389 5.0154 -0.558
O 2.8846 1.8414 5.1818 -0.329
H 0.5985 1.4907 4.1897 0.426
H 0.8457 -0.1292 3.4553 0.476
H 1.8124 1.1648 2.9248 -0.512
H 1.9876 0.1196 5.8386 0.419
H 3.4599 -0.4965 3.4006 -0.899
H 3.7715 -1.0750 5.1618 0.364
C -1.8067 -6.3341 -3.1008 -1.504
C -2.3356 -5.3843 -2.0536 0.962
C -2.9305 -6.1311 -0.8853 -0.959
O -2.5541 -5.3273 0.2272 -0.346
C -1.5161 -4.5543 -0.0942 0.097
O -0.9711 -3.8221 0.6695 -0.443
O -1.2295 -4.6942 -1.4201 0.408
H -1.3128 -5.7969 -3.9141 0.277
H -2.5963 -6.9852 -3.4759 0.403
H -1.0184 -7.0012 -2.7430 0.309
H -3.0917 -4.7143 -2.4630 0.191
H -2.6669 -7.1889 -0.8082 0.320
H -4.0213 -6.1558 -0.9118 0.433
C -4.0828 -1.9699 1.7434 -1.198
C -4.7815 -1.7555 0.4017 0.715
C -3.7666 -1.6571 -0.7716 0.708
O -4.2265 -2.6131 -1.7153 -0.404
C -5.1614 -3.3999 -1.1429 0.496
O -5.7063 -4.3565 -1.5976 -0.584
O -5.3504 -3.0485 0.1254 -0.373
H -3.5611 -2.9239 1.8246 0.269
H -4.8671 -1.9719 2.5021 0.384
H -3.3244 -1.2512 2.0507 0.029
H -5.5230 -0.9599 0.4238 0.220
H -2.7629 -1.9230 -0.4318 -0.570
H -3.6960 -0.6535 -1.1874 0.158
C 0.6839 -3.5774 -6.2380 -1.364
C -0.5332 -2.6747 -6.1954 0.379
C -1.5251 -2.9749 -5.0337 0.014
O -1.6126 -1.7350 -4.3401 -0.097
C -0.6585 -0.9039 -4.7499 0.105
O -0.4406 0.1331 -4.1828 -0.512
O -0.0631 -1.3615 -5.8198 -0.323
H 0.4054 -4.4531 -6.8338 0.468
H 0.8958 -3.9583 -5.2410 0.203
H 1.4784 -3.0872 -6.7936 0.386
H -0.9761 -2.5714 -7.1849 0.358
H -1.1355 -3.7610 -4.3826 -0.377
H -2.4877 -3.3805 -5.3392 0.397
```

Results
ΔE to the lowest compared entry with this formula, charge and spin, kcal/mol: 33.29
Largest force on an atom, hartree/bohr: 0.0691
Charge: 0
2S+1: 1
Highest occupied orbital energy, eV: -9.8

3.
ORCA calculation (ωB97M-V/def2-TZVPD) on a cluster of 10 separate species, C45H117N13O17 in total.

```
192
Properties=species:S:1:pos:R:3:mulliken_charge:R:1
C -22.8219 -19.8541 13.2981 -0.744
O -23.1249 -21.2365 13.3391 -0.265
C -24.5244 -21.4967 13.3729 -0.647
C -24.7588 -22.9893 13.4676 -0.734
N -24.2252 -23.6540 12.2736 -0.088
C -24.0069 -25.0722 12.4012 -0.984
C -23.0018 -25.6200 11.3991 -0.043
O -21.6814 -25.3194 11.8051 -0.450
C -20.7050 -25.4646 10.7649 -0.116
H -21.7814 -19.7032 13.0313 0.101
H -23.1064 -19.4749 14.2875 0.366
H -23.4955 -19.3570 12.5905 0.364
H -24.9410 -21.1305 12.4272 0.317
H -24.9811 -20.8976 14.1665 0.492
H -25.8332 -23.1973 13.4802 0.370
H -24.4105 -23.4095 14.4173 0.357
H -23.4214 -23.1500 11.9253 0.138
H -24.9379 -25.5805 12.1211 0.406
H -23.7169 -25.4220 13.3992 0.290
H -23.2842 -25.1908 10.4304 -0.045
H -23.1534 -26.7032 11.3526 0.578
H -20.5095 -24.5604 10.1805 -0.018
H -21.0621 -26.1369 9.9794 -0.019
H -19.8445 -25.7351 11.3717 0.391
C -17.4241 -27.0850 8.4023 -0.671
O -18.1626 -28.0143 7.5679 -0.579
C -18.9345 -28.8990 8.3854 -1.092
C -20.1145 -29.6028 7.7327 0.803
N -20.8276 -30.4097 8.6983 -0.218
C -21.7182 -31.3923 8.1320 -0.799
C -21.0053 -32.6314 7.5699 -0.599
O -20.5285 -32.3420 6.2258 -0.180
C -19.9651 -33.4733 5.6083 -0.862
H -16.8455 -27.6153 9.1605 0.444
H -18.1724 -26.4472 8.8702 0.106
H -16.7893 -26.5421 7.7111 0.148
H -19.3607 -28.3821 9.2576 0.390
H -18.2293 -29.6078 8.8336 0.594
H -19.7130 -30.2431 6.9371 0.393
H -20.7718 -28.8942 7.2246 -0.826
H -20.2347 -30.7927 9.4187 0.338
H -22.5282 -31.0356 7.4975 0.092
H -22.2733 -31.8344 8.9696 0.412
H -21.6803 -33.4741 7.3820 0.521
H -20.1385 -32.9646 8.1449 0.334
H -19.4026 -34.1648 6.2411 0.314
H -19.4023 -33.1463 4.7358 0.260
H -20.7670 -34.1072 5.2006 0.315
C -22.6234 -19.8455 -3.4390 -0.766
O -22.1099 -21.0791 -2.9283 -0.296
C -22.7090 -22.2715 -3.4186 -0.446
C -21.8805 -23.4172 -2.8632 -0.857
N -21.8869 -23.4356 -1.4027 -0.143
C -23.1621 -23.9635 -0.8768 -0.747
C -23.1135 -24.2840 0.5896 -0.387
O -22.2037 -25.3307 0.8510 -0.429
C -22.4294 -25.9993 2.0692 -0.503
H -23.4056 -19.5806 -2.7152 0.283
H -23.0475 -19.9583 -4.4348 0.307
H -21.9154 -19.0397 -3.2599 0.243
H -22.6190 -22.2344 -4.5082 0.434
H -23.7393 -22.3015 -3.0544 0.273
H -20.8834 -23.4948 -3.3017 0.454
H -22.2465 -24.3581 -3.3098 0.420
H -21.1608 -23.9978 -0.9774 0.198
H -23.4124 -24.8933 -1.4045 0.299
H -23.9243 -23.2146 -1.0939 0.277
H -24.1274 -24.5535 0.9119 0.402
H -22.8278 -23.4338 1.2217 0.221
H -21.9131 -26.9598 2.1288 0.267
H -23.4782 -26.2743 2.2115 0.420
H -21.9599 -25.4083 2.8612 0.056
C -15.7290 -24.1620 7.8913 -0.492
O -15.0502 -22.9189 7.8076 -0.430
C -14.5886 -22.6840 6.4838 0.224
C -13.4817 -21.6571 6.4800 -0.991
N -13.9115 -20.3968 7.1584 -0.117
C -13.3798 -19.2306 6.4719 -0.872
C -11.8295 -19.2090 6.2781 -0.317
O -11.3950 -17.8971 6.0286 -0.317
C -10.0094 -17.6867 6.0496 -0.732
H -15.0738 -25.0408 7.8570 0.465
H -16.4148 -24.2835 7.0496 0.046
H -16.3042 -24.2534 8.8110 0.410
H -15.3491 -22.4752 5.7310 -0.242
H -14.1103 -23.6318 6.2018 0.401
H -13.2975 -21.3517 5.4491 0.441
H -12.5277 -21.9888 6.8951 0.322
H -13.6635 -20.4283 8.1371 0.233
H -13.6590 -18.3227 7.0078 0.439
H -13.8011 -19.1653 5.4667 0.252
H -11.5450 -19.7942 5.3975 0.323
H -11.4252 -19.5258 7.2476 0.309
H -9.4610 -18.1192 6.8911 0.298
H -9.8286 -16.6194 5.9475 0.247
H -9.5920 -18.1594 5.1488 0.296
C -22.9247 -23.1259 8.2083 -0.254
O -22.0663 -22.1518 8.7639 -0.528
C -21.8902 -22.1382 10.1425 0.522
C -20.5720 -21.4889 10.4804 -1.007
N -20.6609 -20.0738 10.0580 -0.359
C -19.5046 -19.2748 10.5115 -0.793
C -18.2827 -19.5732 9.5847 -0.434
O -18.7198 -19.3645 8.2531 -0.434
C -17.8268 -19.8500 7.2757 -0.581
H -22.4866 -24.0901 8.4960 -0.233
H -23.0869 -22.9969 7.1443 0.279
H -23.8660 -23.0985 8.7755 0.461
H -21.9160 -23.0938 10.6897 -0.451
H -22.7837 -21.6704 10.5822 0.575
H -19.7326 -21.9564 9.9585 0.218
H -20.4504 -21.5113 11.5652 0.407
H -20.5002 -20.1047 9.0546 0.356
H -19.3341 -19.3996 11.5831 0.389
H -19.6846 -18.1972 10.4718 0.386
H -17.9870 -20.6154 9.7454 0.204
H -17.3807 -18.9939 9.8008 0.483
H -17.1097 -19.0841 6.9709 0.307
H -18.3693 -20.0783 6.3535 0.171
H -17.3713 -20.8034 7.5532 0.289
C -19.3466 -22.9991 1.8136 -0.488
O -18.1510 -22.4206 2.3091 -0.436
C -17.9834 -22.4082 3.7200 -0.603
C -17.2810 -23.7233 4.0335 1.532
N -15.9009 -23.8067 3.4637 0.019
C -15.7806 -24.9804 2.6423 0.004
C -14.4256 -25.2337 1.9334 -0.802
O -14.5946 -26.2880 0.9770 -0.248
C -13.6164 -26.3200 -0.0347 -0.796
H -19.2068 -23.1239 0.7436 0.215
H -20.1831 -22.3560 2.1005 0.366
H -19.5607 -23.9938 2.2215 0.148
H -18.8882 -22.4088 4.3372 0.133
H -17.3425 -21.5829 4.0323 0.394
H -17.8686 -24.6307 3.9009 -0.170
H -17.0765 -23.6722 5.1117 -1.470
H -15.7327 -23.0242 2.8402 0.329
H -16.4531 -24.9761 1.7729 0.113
H -15.9802 -25.9108 3.1713 -0.139
H -13.7253 -25.7251 2.6275 0.296
H -13.7816 -24.4478 1.5251 0.533
H -13.4084 -25.2923 -0.3571 0.333
H -13.9724 -26.8116 -0.9383 0.248
H -12.7105 -26.7720 0.3800 0.286
C -28.0362 -29.4036 7.5984 -0.739
O -27.6579 -28.1392 8.1176 -0.328
C -27.9348 -27.0360 7.2643 -0.717
C -26.9939 -27.0229 6.0491 -0.658
N -25.5900 -26.9559 6.5074 -0.342
C -24.9828 -25.6131 6.3923 -0.059
C -24.6579 -25.2070 4.9708 -0.178
O -23.8635 -24.0290 4.9176 0.058
C -24.7249 -22.8897 4.8010 -1.114
H -29.1088 -29.2820 7.3682 0.334
H -27.9092 -30.2333 8.2813 0.275
H -27.7464 -29.6273 6.5658 0.290
H -27.7554 -26.1307 7.8410 0.409
H -28.9487 -27.1653 6.8726 0.363
H -27.2312 -26.3086 5.2634 0.394
H -27.1821 -28.0146 5.6245 0.257
H -25.6507 -27.0643 7.5163 0.296
H -24.1141 -25.5260 7.0434 -0.213
H -25.6522 -24.7835 6.6731 0.342
H -25.5214 -25.2066 4.2989 0.566
H -24.0047 -25.9710 4.5306 -0.565
H -25.2579 -22.9007 3.8509 0.344
H -24.1009 -21.9948 4.8548 0.310
H -25.3858 -22.7286 5.6573 0.335
C -20.1192 -25.2915 6.5335 0.491
O -19.2451 -24.7171 7.2071 -0.669
N -20.7503 -26.4050 7.0201 0.917
N -20.7092 -24.6874 5.4762 0.651
H -20.3212 -26.8722 7.7925 -0.561
H -21.4140 -26.7663 6.3488 -0.367
H -20.6480 -23.6891 5.6071 0.244
H -21.5251 -25.1791 5.1497 -0.643
C -18.2074 -27.7912 4.1069 0.548
O -18.1662 -27.3154 2.9722 -0.695
N -19.2611 -28.0943 4.8787 0.197
N -17.1001 -28.1640 4.8013 -0.223
H -19.0511 -28.3775 5.8239 0.385
H -20.2053 -27.7842 4.7106 -0.186
H -17.3791 -28.3044 5.7660 0.205
H -16.2277 -28.3256 4.3378 0.253
C -22.7678 -28.9900 5.0433 0.099
O -22.2706 -27.8492 5.0168 -0.413
N -24.0405 -29.1937 5.4150 -0.192
N -22.0921 -30.0422 4.5415 -0.199
H -24.5289 -28.3542 5.7428 0.258
H -24.5982 -29.9613 5.0896 0.235
H -22.4309 -30.9856 4.5743 0.160
H -21.1568 -29.8820 4.2040 0.240
```

Results
ΔE to the lowest compared entry with this formula, charge and spin, kcal/mol: 84.27
Largest force on an atom, hartree/bohr: 0.0695
Charge: 0
SMILES string: COCCNCCOC.COCCNCCOC.COCCNCCOC.COCCNCCOC.COCCNCCOC.COCCNCCOC.COCCNCCOC.NC(N)=O.NC(N)=O.NC(N)=O
2S+1: 1
Highest occupied orbital energy, eV: -7.9

> highest occupied orbital energy of number 2 (C48H72AsCaF9O35)?

-9.8 eV